1.
{
  "formula": "C29H58Cl25FIS",
  "method": "wB97M-V/def2-TZVPD",
  "energy_ha": -13439.984939,
  "total_charge": 1,
  "lumo_ha": -0.155,
  "multiplicity": 1,
  "symbols": ["C", "C", "C", "I", "S", "Cl", "C", "C", "F", "H", "H", "H", "H", "H", "H", "H", "H", "H", "H", "Cl", "C", "C", "Cl", "H", "H", "H", "H", "Cl", "C", "C", "Cl", "H", "H", "H", "H", "Cl", "C", "C", "Cl", "H", "H", "H", "H", "Cl", "C", "C", "Cl", "H", "H", "H", "H", "Cl", "C", "C", "Cl", "H", "H", "H", "H", "Cl", "C", "C", "Cl", "H", "H", "H", "H", "Cl", "C", "C", "Cl", "H", "H", "H", "H", "Cl", "C", "C", "Cl", "H", "H", "H", "H", "Cl", "C", "C", "Cl", "H", "H", "H", "H", "Cl", "C", "C", "Cl", "H", "H", "H", "H", "Cl", "C", "C", "Cl", "H", "H", "H", "H", "Cl", "C", "C", "Cl", "H", "H", "H", "H"],
  "xyz": [[-1.294, 1.003, 0.750], [-2.019, -0.217, 0.176], [-2.798, -1.007, 1.226], [-3.375, -2.915, 0.397], [-4.225, -0.015, 1.799], [-5.576, -1.289, 2.510], [-5.007, 0.579, 0.287], [-4.744, 2.073, 0.103], [-4.826, 2.738, 1.305], [-0.473, 0.729, 1.406], [-0.859, 1.542, -0.092], [-1.988, 1.694, 1.234], [-2.650, 0.093, -0.655], [-1.293, -0.912, -0.248], [-2.202, -1.214, 2.112], [-4.618, 0.024, -0.569], [-6.066, 0.336, 0.364], [-3.768, 2.250, -0.349], [-5.513, 2.459, -0.567], [1.180, -4.376, -0.869], [-0.249, -5.356, -0.465], [-0.852, -6.091, -1.633], [-1.552, -4.988, -2.850], [-0.939, -4.632, -0.046], [0.045, -6.069, 0.303], [-1.664, -6.718, -1.269], [-0.125, -6.721, -2.139], [1.701, 0.329, -0.634], [2.858, -0.168, 0.622], [2.420, -1.395, 1.375], [0.988, -1.073, 2.405], [2.991, 0.680, 1.292], [3.801, -0.373, 0.118], [3.217, -1.714, 2.044], [2.166, -2.217, 0.711], [-4.474, 1.378, -3.515], [-6.195, 1.357, -3.996], [-7.072, 0.753, -2.929], [-6.746, -0.983, -2.687], [-6.261, 0.805, -4.930], [-6.497, 2.388, -4.171], [-8.119, 0.853, -3.209], [-6.920, 1.253, -1.975], [4.665, 2.497, -0.178], [4.994, 3.736, -1.422], [3.948, 3.726, -2.504], [4.012, 2.244, -3.498], [5.986, 3.544, -1.823], [4.992, 4.703, -0.923], [4.115, 4.568, -3.171], [2.949, 3.796, -2.085], [3.443, -2.469, -2.763], [3.350, -4.038, -3.607], [3.851, -3.945, -5.025], [2.774, -2.965, -6.053], [2.315, -4.367, -3.571], [3.963, -4.741, -3.046], [3.889, -4.942, -5.462], [4.843, -3.502, -5.068], [-0.886, 4.552, 0.106], [-0.842, 5.455, 1.646], [-0.374, 4.636, 2.824], [-1.529, 3.339, 3.260], [-1.844, 5.841, 1.814], [-0.163, 6.293, 1.502], [-0.292, 5.290, 3.690], [0.585, 4.159, 2.648], [5.025, 7.844, -0.621], [3.919, 8.643, -1.776], [2.486, 8.233, -1.564], [2.228, 6.517, -1.983], [4.255, 8.396, -2.779], [4.018, 9.717, -1.625], [1.841, 8.819, -2.214], [2.182, 8.369, -0.530], [0.596, -7.996, 3.168], [1.877, -6.999, 3.916], [1.465, -5.555, 4.034], [1.324, -4.796, 2.425], [2.767, -7.122, 3.309], [2.068, -7.415, 4.903], [2.217, -4.999, 4.591], [0.507, -5.451, 4.537], [2.890, 3.335, 1.142], [4.199, 2.728, 2.190], [3.737, 1.563, 3.027], [2.511, 2.052, 4.229], [4.536, 3.557, 2.807], [5.015, 2.419, 1.540], [4.581, 1.149, 3.576], [3.293, 0.785, 2.411], [-10.700, -3.179, 5.788], [-8.958, -2.862, 5.631], [-8.392, -3.443, 4.359], [-8.381, -5.222, 4.370], [-8.462, -3.275, 6.507], [-8.827, -1.781, 5.629], [-7.356, -3.124, 4.243], [-8.964, -3.121, 3.492], [4.239, -10.513, 0.064], [4.384, -11.372, 1.619], [3.635, -10.670, 2.721], [4.384, -9.104, 3.146], [5.442, -11.462, 1.851], [3.967, -12.367, 1.476], [3.644, -11.280, 3.622], [2.604, -10.470, 2.439], [0.235, 9.883, -3.979], [0.618, 10.020, -5.716], [1.656, 9.010, -6.133], [3.247, 9.351, -5.402], [0.954, 11.037, -5.899], [-0.307, 9.847, -6.264], [1.786, 9.043, -7.213], [1.369, 8.003, -5.840]],
  "atomic_forces_ev_per_a": [[-0.40, 0.06, -0.55], [0.53, 0.32, 0.34], [-0.24, -0.77, -0.79], [-0.02, 0.36, 0.10], [0.31, 0.30, 0.25], [0.10, 0.00, 0.00], [-0.11, -0.09, -0.42], [0.00, -0.07, -0.27], [-0.06, -0.06, 0.07], [-0.24, 0.08, 0.15], [0.04, 0.08, 0.09], [0.16, -0.04, 0.14], [-0.12, -0.21, -0.04], [0.04, -0.02, 0.05], [-0.06, 0.09, 0.11], [-0.07, -0.11, 0.04], [0.00, 0.09, 0.27], [0.04, 0.08, 0.15], [0.06, 0.06, -0.02], [0.17, -0.03, -0.28], [-0.07, 0.04, 0.12], [0.04, 0.01, -0.01], [0.01, 0.05, 0.03], [-0.23, -0.18, 0.10], [0.03, 0.02, -0.01], [0.01, 0.00, 0.00], [0.04, 0.04, 0.00], [-0.04, -0.11, -0.11], [-0.16, -0.22, -0.63], [0.05, -0.10, -0.06], [0.04, -0.07, 0.08], [-0.62, -0.55, -1.87], [0.04, -0.03, -0.02], [-0.01, -0.03, 0.05], [-0.02, 0.03, -0.01], [0.00, 0.01, 0.11], [-0.04, 0.01, -0.07], [-0.03, 0.02, -0.01], [0.04, 0.01, 0.10], [0.01, -0.04, 0.03], [0.04, 0.01, 0.02], [0.01, -0.03, -0.04], [-0.03, 0.01, 0.00], [4.38, -1.66, -7.02], [0.01, -0.18, -0.42], [0.03, -0.03, -0.13], [0.01, 0.00, 0.06], [-0.02, -0.01, -0.02], [-0.11, 0.00, 0.12], [-0.02, 0.02, -0.02], [-0.04, -0.03, 0.01], [-0.02, 0.06, 0.05], [0.00, -0.10, 0.00], [0.04, -0.03, -0.02], [0.00, 0.01, 0.00], [-0.01, 0.05, -0.01], [0.02, 0.02, -0.01], [-0.02, 0.00, 0.01], [-0.02, 0.03, 0.00], [0.04, -0.08, 0.06], [-0.09, 0.09, 0.10], [0.08, -0.02, -0.06], [-0.04, 0.14, 0.10], [-0.01, -0.01, 0.00], [0.05, -0.04, -0.02], [-0.03, -0.02, 0.02], [0.03, -0.02, -0.08], [0.01, -0.02, 0.01], [0.01, 0.04, -0.04], [0.02, 0.08, 0.00], [-0.10, 0.02, 0.03], [0.00, -0.03, 0.02], [0.00, -0.01, 0.03], [0.06, -0.04, -0.01], [0.02, -0.04, 0.01], [0.00, -0.02, -0.02], [-0.02, 0.03, 0.08], [-0.03, -0.03, 0.06], [0.04, 0.09, 0.10], [-0.06, 0.10, -0.02], [-0.03, 0.01, 0.01], [0.03, -0.02, -0.04], [-0.02, 0.00, -0.05], [-3.24, 1.75, 3.19], [-0.59, -0.06, 2.18], [0.12, 0.45, 0.77], [-0.12, -0.08, 0.14], [-0.08, 0.03, 0.11], [-0.14, 0.10, 1.69], [0.04, 0.04, 0.03], [0.52, 0.51, 1.83], [-0.01, -0.01, 0.00], [0.02, 0.04, 0.03], [0.04, 0.04, -0.06], [0.00, -0.01, -0.02], [-0.02, -0.03, -0.01], [0.00, 0.00, -0.02], [0.00, 0.00, 0.06], [-0.03, -0.02, 0.02], [0.01, 0.01, -0.01], [0.01, -0.04, 0.00], [-0.09, -0.05, 0.03], [0.15, -0.13, -0.01], [0.00, 0.03, -0.01], [-0.02, 0.01, 0.00], [0.05, 0.00, 0.00], [0.01, 0.04, -0.02], [-0.13, 0.07, 0.01], [0.05, 0.00, -0.06], [-0.04, -0.04, -0.06], [0.01, -0.01, 0.01], [0.02, 0.00, 0.03], [0.00, -0.04, 0.03], [0.02, 0.03, 0.01], [0.01, 0.01, 0.03]]
}

---

2.
{
  "formula": "C29H58N4O12P3",
  "method": "wB97M-V/def2-TZVPD",
  "energy_ha": -3284.830992,
  "total_charge": 1,
  "relative_energy_kcal_mol": 518.1,
  "lumo_ha": -0.167,
  "multiplicity": 1,
  "symbols": ["C", "C", "C", "N", "C", "N", "C", "O", "C", "C", "C", "C", "C", "C", "O", "C", "C", "N", "C", "C", "C", "O", "C", "P", "N", "O", "H", "H", "H", "H", "H", "H", "H", "H", "H", "H", "H", "H", "H", "H", "H", "H", "H", "H", "H", "H", "H", "H", "H", "H", "H", "H", "H", "H", "O", "P", "O", "C", "C", "O", "C", "C", "O", "C", "C", "H", "H", "H", "H", "H", "H", "H", "H", "H", "H", "H", "H", "H", "H", "H", "O", "P", "O", "C", "C", "O", "C", "C", "O", "C", "C", "H", "H", "H", "H", "H", "H", "H", "H", "H", "H", "H", "H", "H", "H", "H"],
  "xyz": [[1.943, -6.179, 3.490], [1.348, -5.016, 4.257], [2.240, -3.616, 4.307], [3.618, -3.637, 4.999], [4.532, -2.395, 5.051], [5.871, -2.593, 5.727], [6.664, -3.485, 5.039], [7.380, -4.330, 4.285], [4.130, -0.951, 4.387], [5.050, 0.405, 4.356], [5.969, 0.655, 5.690], [5.924, 0.505, 2.933], [5.137, 1.443, 1.803], [2.638, -0.878, 3.634], [2.106, 0.321, 2.963], [1.524, 1.281, 3.914], [0.031, 0.863, 4.481], [-1.062, 0.878, 3.434], [-2.339, 1.235, 4.223], [-3.673, 0.504, 3.600], [-3.650, 0.352, 1.951], [-3.912, -0.848, 4.205], [1.656, -2.231, 3.574], [-0.063, -2.246, 2.675], [0.076, -3.444, 1.313], [-1.324, -2.843, 3.732], [2.737, -6.023, 2.613], [1.627, -7.303, 3.685], [0.285, -5.153, 4.727], [3.943, -4.548, 5.442], [4.292, 1.325, 4.299], [6.855, -0.144, 5.651], [6.512, 1.706, 5.531], [5.401, 0.575, 6.710], [5.924, -0.608, 2.508], [7.025, 0.869, 3.111], [4.296, 2.114, 2.265], [5.924, 2.107, 1.212], [4.605, 0.698, 1.053], [1.374, 2.336, 3.375], [2.193, 1.461, 4.885], [0.036, -0.144, 5.116], [-0.258, 1.712, 5.269], [-0.966, 1.671, 2.757], [-2.400, 2.420, 4.230], [-2.272, 0.885, 5.358], [-4.618, 1.147, 3.869], [-4.771, 0.484, 1.591], [-2.969, 1.135, 1.410], [-3.286, -0.766, 1.745], [-3.531, -0.882, 5.137], [-0.383, -4.357, 1.590], [-0.373, -3.064, 0.446], [-2.140, -2.916, 3.124], [-1.097, -4.331, -4.331], [-0.462, -3.043, -4.909], [-0.271, -2.308, -3.438], [0.844, -2.694, -2.652], [2.152, -2.223, -3.260], [-1.922, -2.345, -5.320], [-3.064, -3.176, -5.520], [-3.818, -3.412, -4.216], [0.248, -1.604, -5.555], [1.034, -1.826, -6.719], [0.240, -2.461, -7.845], [0.847, -3.780, -2.516], [0.720, -2.236, -1.666], [2.361, -2.762, -4.190], [2.987, -2.396, -2.578], [2.109, -1.156, -3.507], [-2.768, -4.120, -5.989], [-3.725, -2.673, -6.230], [-3.156, -3.607, -3.367], [-4.514, -4.250, -4.319], [-4.391, -2.513, -3.953], [1.888, -2.457, -6.457], [1.424, -0.856, -7.044], [-0.127, -3.454, -7.565], [0.862, -2.574, -8.739], [-0.636, -1.854, -8.096], [-1.165, 4.022, -3.158], [-2.565, 4.595, -2.831], [-2.089, 5.336, -1.429], [-1.430, 6.586, -1.539], [-2.371, 7.679, -2.011], [-3.135, 3.179, -2.152], [-2.524, 1.939, -2.505], [-1.346, 1.618, -1.594], [-4.130, 5.235, -2.465], [-4.894, 5.573, -3.615], [-5.114, 4.389, -4.537], [-0.571, 6.497, -2.211], [-1.051, 6.842, -0.545], [-2.666, 7.511, -3.052], [-1.894, 8.660, -1.953], [-3.288, 7.693, -1.412], [-2.226, 1.949, -3.559], [-3.278, 1.153, -2.405], [-0.712, 2.486, -1.389], [-0.727, 0.826, -2.027], [-1.715, 1.276, -0.619], [-4.388, 6.381, -4.154], [-5.858, 5.957, -3.270], [-4.167, 4.010, -4.934], [-5.744, 4.673, -5.386], [-5.592, 3.561, -4.001]],
  "atomic_forces_ev_per_a": [[-1.17, 2.92, 1.57], [3.07, -2.86, -2.42], [0.37, 2.40, -0.80], [-1.73, 3.14, -1.98], [-2.00, 0.92, -1.93], [1.78, -4.38, -4.69], [1.02, -2.34, -3.46], [-5.87, 7.28, 6.85], [-2.18, -2.69, -0.15], [-0.44, 0.88, 0.12], [1.27, -0.51, -1.07], [-0.91, -0.83, -0.27], [0.29, -0.68, -0.28], [-0.75, -2.55, 0.74], [1.65, -2.66, 2.82], [-1.65, 1.35, 1.82], [0.58, 1.15, 0.51], [-0.58, 0.59, 1.96], [-0.74, -0.15, -0.05], [-0.30, 0.88, -0.12], [-0.55, -0.82, 0.89], [1.30, 1.52, 0.41], [4.52, -1.80, 3.11], [-1.14, 0.78, -1.87], [-1.01, -0.25, 2.01], [1.03, -0.32, -2.06], [-1.49, -0.19, 2.55], [0.11, 2.77, -0.62], [2.49, 0.70, -0.44], [-0.53, 1.65, -0.72], [1.41, -2.26, 0.19], [-1.99, 1.72, 0.36], [-1.46, -2.23, 0.57], [1.04, 0.26, -2.10], [0.42, 2.45, 0.83], [-2.28, -0.73, -0.14], [1.78, -1.19, -0.77], [-1.83, -1.45, 1.27], [1.11, 1.76, 1.44], [0.66, -2.56, 0.83], [-1.17, -0.54, -2.25], [-0.01, 1.93, -1.67], [1.12, -1.59, -1.34], [0.45, -1.03, 0.93], [-0.40, -2.41, 0.09], [0.07, 0.69, -2.41], [1.89, -1.05, -0.38], [2.49, -0.39, 0.57], [-1.30, -1.55, 1.17], [-0.73, 2.61, 0.20], [-0.71, 0.34, -1.87], [0.85, 1.22, -0.70], [0.43, -0.32, 1.31], [1.64, 0.41, 1.37], [3.73, -0.74, -2.72], [-7.09, 4.58, 5.02], [0.67, -0.34, 0.10], [0.16, 0.15, 0.18], [0.12, 0.14, -0.12], [0.92, -0.48, -1.10], [-0.27, -0.38, 0.20], [-0.21, 0.29, 0.19], [1.40, -3.28, -0.94], [0.32, 0.27, -0.78], [-0.14, 0.21, -0.18], [-0.01, -0.04, 0.05], [-0.13, 0.01, -0.10], [0.09, -0.01, 0.03], [-0.03, -0.05, -0.01], [-0.03, -0.21, 0.11], [-0.05, 0.12, 0.21], [0.21, 0.18, 0.05], [0.05, -0.14, -0.32], [0.06, 0.12, 0.01], [0.03, -0.18, -0.08], [0.16, 0.11, -0.12], [-0.08, -0.06, 0.19], [0.02, -0.13, 0.01], [-0.08, -0.03, 0.14], [0.18, -0.08, 0.06], [-1.93, 2.49, -3.45], [1.38, -4.29, 8.73], [0.13, 0.47, -0.48], [0.07, 0.36, 0.22], [-0.20, 0.08, -0.03], [-0.57, 0.35, -1.28], [0.41, -0.19, -0.08], [0.01, -0.08, 0.36], [1.41, 0.56, -3.36], [-0.76, 0.10, -0.40], [-0.25, -0.16, 0.07], [0.05, 0.00, 0.03], [-0.05, -0.19, -0.07], [0.01, 0.10, -0.03], [0.02, -0.06, -0.03], [0.23, -0.01, -0.06], [0.08, 0.01, 0.25], [-0.12, 0.22, 0.09], [-0.13, -0.05, -0.31], [-0.10, 0.04, 0.04], [0.05, -0.05, -0.15], [-0.18, 0.12, -0.04], [0.18, -0.02, 0.10], [0.10, 0.01, -0.09], [0.12, -0.03, 0.09], [0.07, 0.18, -0.07]]
}